{"formula": "C31H48Cl2N3O3P3Pt", "method": "ωB97M-V/def2-TZVPD", "lumo_energy_ev": -6.198, "charge": 2, "molar_mass_g_mol": 869.65, "elements": ["Pt", "C", "P", "C", "C", "C", "P", "C", "C", "H", "H", "H", "H", "H", "H", "H", "H", "H", "H", "H", "H", "H", "H", "H", "H", "Cl", "C", "C", "C", "Cl", "C", "O", "C", "C", "O", "C", "H", "H", "H", "C", "N", "C", "N", "C", "N", "C", "P", "C", "C", "H", "H", "H", "H", "H", "H", "H", "H", "H", "H", "H", "H", "C", "C", "C", "C", "C", "C", "C", "C", "C", "C", "C", "C", "O", "H", "H", "H", "H", "H", "H", "H", "H", "H", "H", "H", "H", "H", "H", "H", "H", "H"], "coordinates": [[-0.20991, 0.49835, 1.58410], [2.93144, 0.04397, 2.53706], [1.78295, 1.33584, 2.04644], [2.59318, 2.35285, 0.80276], [1.54646, 2.44198, 3.48063], [0.33083, 3.33241, 3.19673], [-1.06468, 2.24407, 2.74588], [-1.65657, 1.54018, 4.30737], [-2.36966, 3.38035, 2.22400], [3.70818, 0.49319, 3.15974], [3.38936, -0.40929, 1.66066], [2.39929, -0.73193, 3.08522], [3.54550, 2.68801, 1.21977], [1.98639, 3.21988, 0.55124], [2.77466, 1.77518, -0.10237], [2.44896, 3.03384, 3.64487], [1.40160, 1.81367, 4.36240], [0.52392, 3.96415, 2.32448], [0.08718, 3.99722, 4.02604], [-1.81291, 2.34827, 5.02421], [-0.93980, 0.82559, 4.70941], [-2.60240, 1.01882, 4.15417], [-2.68390, 3.96225, 3.09250], [-3.24212, 2.85849, 1.83113], [-1.98217, 4.06494, 1.47255], [2.73603, -3.46882, -5.32956], [2.18187, -2.30193, -4.19964], [2.94784, -1.16691, -3.94975], [2.52046, -0.21573, -3.03724], [3.46031, 1.20828, -2.78443], [1.31194, -0.37666, -2.36934], [0.89480, 0.63703, -1.53513], [0.57234, -1.53855, -2.59809], [-0.64581, -1.72697, -1.84922], [-1.17317, -0.76986, -1.26099], [1.00400, -2.50358, -3.50774], [3.88083, -1.01726, -4.47636], [-1.12479, -2.71179, -1.81650], [0.41525, -3.39810, -3.66442], [-3.00687, 2.39099, -3.32055], [-1.68297, 2.38253, -3.92861], [-0.99164, 3.63665, -3.62518], [-0.93680, 3.93198, -2.19269], [-2.28112, 3.90334, -1.64028], [-2.95448, 2.62648, -1.87285], [-2.41744, 1.51983, -1.11459], [-0.63229, 1.26943, -1.67464], [-0.93275, 1.21768, -3.48974], [-0.06348, 3.01752, -1.46448], [-3.51369, 1.44628, -3.52020], [-3.59088, 3.19647, -3.76476], [-1.52621, 4.44870, -4.11719], [0.02129, 3.59719, -4.02694], [-2.87290, 4.69004, -2.10801], [-2.23912, 4.09685, -0.57065], [-2.98300, 0.61477, -1.31698], [-2.46036, 1.72790, -0.04638], [-1.50319, 0.32008, -3.73928], [0.02314, 1.16116, -4.01543], [0.96409, 3.10376, -1.82092], [-0.08449, 3.28356, -0.40389], [-2.75743, -0.92508, 1.41625], [-2.34699, -2.33463, 1.79733], [-2.01448, -2.43117, 3.29123], [-1.26977, -2.99848, 0.96236], [-1.58331, -4.24026, 0.41112], [-0.63401, -5.02238, -0.22959], [0.67340, -4.56771, -0.29787], [1.03205, -3.32921, 0.22529], [2.48587, -2.91561, 0.30555], [3.32702, -3.28562, -0.91099], [3.10189, -3.54536, 1.56231], [0.04619, -2.52969, 0.84260], [0.48458, -1.39016, 1.43872], [-3.63296, -0.60729, 1.98624], [-2.96663, -0.82058, 0.35695], [-1.99989, -0.14261, 1.68573], [-3.25371, -2.91957, 1.61889], [-1.12278, -1.84126, 3.52307], [-1.80706, -3.46260, 3.57227], [-2.84323, -2.07461, 3.90595], [-2.59569, -4.61360, 0.51426], [-0.90167, -5.99269, -0.62530], [1.43357, -5.19573, -0.74589], [2.50032, -1.83310, 0.43131], [3.45786, -4.36602, -0.99241], [4.32451, -2.85350, -0.82460], [2.88142, -2.93800, -1.84006], [3.20966, -4.62299, 1.42614], [2.47372, -3.38660, 2.44028], [4.09508, -3.13852, 1.76461]], "atomic_forces_ev_per_a": [[-0.705, -0.542, 0.663], [0.058, 0.109, 0.047], [0.126, -0.001, 0.136], [0.044, -0.093, -0.034], [-0.063, 0.094, -0.104], [0.080, -0.138, -0.020], [0.363, 0.250, -0.046], [-0.080, 0.058, -0.010], [-0.051, -0.050, 0.030], [0.017, -0.043, -0.002], [-0.013, 0.005, -0.033], [0.005, 0.010, 0.009], [0.011, 0.007, -0.041], [0.012, 0.033, 0.022], [-0.012, -0.016, 0.001], [0.024, -0.030, -0.026], [-0.054, 0.042, 0.022], [0.013, 0.046, 0.037], [-0.025, -0.078, 0.064], [-0.029, -0.033, 0.030], [0.021, 0.018, -0.002], [0.013, -0.001, -0.031], [0.005, 0.014, -0.008], [0.021, -0.030, -0.007], [-0.013, 0.010, -0.019], [-0.003, 0.004, -0.007], [-0.010, 0.023, 0.034], [0.005, -0.015, -0.036], [-0.040, 0.032, -0.040], [-0.001, -0.004, 0.018], [0.147, 0.077, -0.114], [-0.229, -0.361, 0.379], [-0.034, -0.022, 0.047], [0.047, 0.243, 0.188], [-0.245, -0.232, -0.241], [-0.001, 0.035, -0.025], [0.001, -0.002, -0.001], [0.040, -0.012, 0.069], [0.019, -0.025, 0.011], [-0.064, 0.003, 0.037], [-0.037, 0.016, 0.019], [-0.023, -0.025, 0.004], [0.046, 0.107, 0.063], [-0.050, -0.017, 0.012], [0.193, 0.002, -0.068], [-0.051, -0.073, 0.248], [0.306, 0.472, -1.065], [-0.074, -0.083, -0.011], [-0.086, -0.034, -0.049], [0.014, -0.009, 0.000], [-0.008, -0.009, -0.005], [-0.006, -0.007, -0.003], [0.001, 0.009, 0.000], [-0.006, -0.012, -0.013], [0.003, 0.031, 0.028], [0.008, -0.023, -0.046], [0.046, 0.033, 0.012], [0.052, -0.036, -0.011], [0.012, 0.071, 0.021], [-0.011, 0.005, -0.030], [0.025, -0.040, 0.021], [-0.094, -0.062, -0.279], [0.067, -0.001, 0.289], [0.065, 0.065, -0.026], [-0.163, -0.148, -0.123], [-0.011, 0.051, -0.107], [0.008, 0.062, 0.020], [-0.041, 0.088, -0.108], [-0.021, -0.091, -0.081], [0.046, -0.076, 0.086], [-0.039, -0.084, -0.015], [-0.007, 0.065, 0.088], [0.389, 0.236, 0.312], [0.077, -0.075, -0.261], [0.034, 0.034, 0.045], [0.015, -0.007, -0.008], [-0.046, 0.070, 0.092], [-0.001, -0.043, 0.072], [-0.026, -0.022, -0.003], [-0.014, -0.002, -0.007], [-0.013, 0.018, -0.011], [-0.003, -0.006, 0.005], [-0.005, 0.008, -0.011], [-0.001, 0.003, -0.008], [-0.018, 0.065, -0.107], [0.005, 0.004, -0.002], [0.024, 0.016, 0.004], [0.027, 0.026, 0.035], [-0.028, 0.000, 0.007], [0.008, 0.048, 0.006], [0.010, -0.003, -0.022]], "mulliken_charge": [3.157, -1.295, 0.413, -0.988, -0.962, -0.945, 0.893, -1.367, -1.386, 0.693, 0.336, 0.252, 0.640, 0.335, 0.021, 0.586, 0.414, 0.436, 0.586, 0.479, 0.380, 0.400, 0.574, 0.417, 0.362, -0.154, -0.130, -0.574, 0.634, -0.178, -0.200, 0.087, 0.563, -0.375, -0.969, -1.004, 0.532, 0.753, 0.545, -0.837, 0.173, -0.804, 0.244, -0.800, 0.275, -0.223, 2.130, -1.561, -0.853, 0.386, 0.332, 0.327, 0.392, 0.323, 0.012, 0.590, -0.641, 0.352, 0.373, 0.305, -0.217, -0.480, -0.061, -1.302, 1.756, -1.261, -1.634, -0.614, 0.943, 1.914, -1.749, -1.654, -0.164, -2.107, 0.651, 0.200, -1.218, 0.752, 0.027, 0.397, 0.437, 0.466, 0.435, 0.480, -0.966, 0.441, 0.424, 0.468, 0.404, 0.351, 0.427]}